[1]
13
Properties=species:S:1:pos:R:3:lowdin_charge:R:1 method="wB97M-V/def2-TZVPD" gap_ev=9.917 mol_weight_g_mol=89.1 total_energy_ha=-323.67451 homo_energy_ev=-9.3 de_lowest_kcal_mol=66.8
O 0.9188 1.5623 -0.0667 0.0553
O -0.7580 -1.4233 0.0347 -0.0141
N -0.5646 -0.1120 -0.1971 -0.2116
C -1.6810 0.6988 0.1348 -0.0560
C 1.6758 -0.7225 0.1511 -0.0032
C 0.7277 0.3515 -0.0969 -0.5132
H 2.6871 -0.3694 0.0634 0.0844
H -2.5726 0.1663 -0.2231 0.0806
H -1.6206 1.7177 -0.3621 0.1075
H -1.9072 0.8944 1.2781 0.1271
H 1.4730 -1.4912 -0.6328 0.0975
H 1.3372 -1.2903 1.0926 0.1294
H -1.0674 -1.9233 -0.7142 0.1163

***

[2]
13
Properties=species:S:1:pos:R:3:lowdin_charge:R:1 method="wB97M-V/def2-TZVPD" gap_ev=10.963 mol_weight_g_mol=89.1 total_energy_ha=-323.72943 homo_energy_ev=-10.1 de_lowest_kcal_mol=32.3
O -0.6161 1.8337 1.4299 0.0959
O 0.8697 0.1840 0.9744 -0.0063
N -1.0503 0.1646 -0.1278 0.0803
C -0.5400 -1.1815 -0.2730 -0.1507
C -0.3199 0.8398 0.8245 -0.6285
C 0.9283 -0.8868 0.0280 -0.1531
H -0.6994 -1.5843 -1.2754 0.1208
H 1.3266 2.0465 -0.7727 0.0579
H 0.7685 2.2671 -1.2116 0.0692
H 1.4470 -0.5393 -0.8740 0.1174
H -0.9691 -1.8709 0.4688 0.1227
H 1.4738 -1.7171 0.4774 0.1260
H -2.0173 0.4101 -0.2526 0.1483